Computed, not measured: a structure of composition C69H60BrHgN2P3Si, with wB97M-V/def2-TZVPD.

Last column: Mulliken spin population.
Positions of all 137 atoms, in Å:
1 Hg -1.4041 -1.0585 0.1318  0.2210
2 C -6.0224 1.1079 -4.2028  0.0004
3 C -5.3949 2.3220 -3.9695  -0.0002
4 C -4.0689 2.3578 -3.5578  0.0021
5 C -3.3448 1.1814 -3.3779  -0.0057
6 C -4.0108 -0.0350 -3.5496  0.0061
7 C -5.3304 -0.0727 -3.9692  -0.0004
8 P -1.5790 1.1462 -2.8383  0.0095
9 C -0.8887 2.6647 -3.6395  -0.0018
10 C -1.2937 3.2149 -4.8566  -0.0009
11 C -0.6189 4.2948 -5.4036  -0.0003
12 C 0.4742 4.8460 -4.7452  0.0005
13 C 0.8793 4.3161 -3.5307  0.0000
14 C 0.1984 3.2385 -2.9804  -0.0034
15 C -0.9611 -0.1397 -4.0092  0.0185
16 C -1.4520 -0.2050 -5.3179  -0.0298
17 C -1.0846 -1.2172 -6.1818  0.0269
18 C -0.2549 -2.2282 -5.7128  -0.0132
19 C 0.2383 -2.1648 -4.4236  0.0307
20 C -0.0471 -1.0976 -3.5481  0.1694
21 Si 0.7915 -1.1440 -1.8051  0.5930
22 C 2.4076 -2.1255 -2.2945  0.1863
23 C 3.1797 -1.9408 -3.4483  0.0013
24 C 4.2723 -2.7433 -3.7188  0.0055
25 C 4.6045 -3.7869 -2.8611  0.0029
26 C 3.8681 -3.9878 -1.7093  0.0000
27 C 2.7916 -3.1485 -1.4122  -0.2839
28 P 1.8352 -3.1799 0.1595  -0.0038
29 C 3.1976 -3.8612 1.2228  0.0319
30 C 3.2261 -5.0748 1.8978  0.0026
31 C 4.3638 -5.4717 2.5947  -0.0037
32 C 5.4854 -4.6619 2.6293  0.0055
33 C 5.4626 -3.4357 1.9740  -0.0048
34 C 4.3300 -3.0404 1.2864  0.0151
35 C 0.7055 -4.6041 -0.1001  -0.0578
36 C 0.1149 -5.2853 0.9651  -0.0021
37 C -0.8471 -6.2605 0.7439  0.0106
38 C -1.2606 -6.5550 -0.5467  -0.0017
39 C -0.7012 -5.8676 -1.6138  0.0101
40 C 0.2765 -4.9099 -1.3932  0.0333
41 C 1.6713 0.4930 -1.3258  -0.0518
42 C 2.2508 1.0364 -2.4859  0.0449
43 C 3.2574 1.9801 -2.4582  0.0191
44 C 3.7582 2.3452 -1.2229  -0.0038
45 C 3.1551 1.8570 -0.0710  -0.0050
46 C 2.0478 0.9790 -0.0453  -0.0057
47 P 1.2115 0.4581 1.8639  -0.0088
48 C 2.7812 1.0202 2.7386  0.0158
49 C 3.7043 0.0179 3.0491  -0.0061
50 C 4.7974 0.2526 3.8653  0.0014
51 C 4.9905 1.5124 4.4177  -0.0004
52 C 4.0965 2.5258 4.1097  0.0000
53 C 3.0030 2.2849 3.2868  -0.0010
54 C 0.9577 -0.2006 3.8968  -0.0178
55 C 0.9221 -1.5892 3.9678  -0.0785
56 C 0.9751 -2.2821 5.1745  0.0062
57 C 1.0879 -1.5800 6.3645  0.0011
58 C 1.1380 -0.1877 6.3256  -0.0002
59 C 1.0733 0.4837 5.1152  0.0046
60 H -7.0506 1.0814 -4.5415  0.0001
61 H -5.9369 3.2500 -4.1062  0.0000
62 H -3.5988 3.3164 -3.3753  0.0002
63 H -3.4794 -0.9594 -3.3576  -0.0004
64 H -5.8222 -1.0275 -4.1081  0.0000
65 H -2.1434 2.8021 -5.3834  0.0001
66 H -0.9401 4.7037 -6.3542  0.0000
67 H 1.0057 5.6835 -5.1799  0.0001
68 H 1.7292 4.7372 -3.0079  0.0001
69 H 0.5238 2.8219 -2.0333  0.0054
70 H -2.1595 0.5345 -5.6667  0.0030
71 H -1.4669 -1.2358 -7.1952  0.0017
72 H 0.0098 -3.0631 -6.3512  -0.0008
73 H 0.8695 -2.9684 -4.0837  0.0178
74 H 2.9278 -1.1514 -4.1434  0.0014
75 H 4.8690 -2.5632 -4.6055  -0.0007
76 H 5.4377 -4.4405 -3.0903  0.0004
77 H 4.1343 -4.8004 -1.0446  0.0006
78 H 2.3773 -5.7421 1.8603  0.0020
79 H 4.3698 -6.4292 3.1017  -0.0001
80 H 6.3757 -4.9821 3.1560  0.0007
81 H 6.3293 -2.7867 1.9963  0.0000
82 H 4.3209 -2.0850 0.7716  0.0049
83 H 0.3850 -5.0447 1.9857  -0.0039
84 H -1.2859 -6.7834 1.5848  0.0003
85 H -2.0226 -7.3048 -0.7191  0.0000
86 H -1.0327 -6.0737 -2.6243  0.0001
87 H 0.7089 -4.3864 -2.2348  -0.0199
88 H 1.8920 0.6944 -3.4519  -0.0013
89 H 3.6583 2.3910 -3.3784  0.0004
90 H 4.6065 3.0183 -1.1484  -0.0008
91 H 3.5704 2.2023 0.8554  -0.0011
92 H 3.5325 -0.9810 2.6652  0.0046
93 H 5.4836 -0.5578 4.0822  0.0002
94 H 5.8246 1.7028 5.0827  0.0000
95 H 4.2452 3.5177 4.5224  -0.0001
96 H 2.3238 3.0977 3.0726  0.0003
97 H 0.8313 -2.1337 3.0277  0.0837
98 H 0.9379 -3.3673 5.1892  0.0001
99 H 1.1242 -2.0990 7.3153  -0.0001
100 H 1.2444 0.3706 7.2513  0.0000
101 H 1.1013 1.5718 5.1144  -0.0003
102 C -4.0370 1.4420 3.4513  0.0100
103 N -2.9825 0.5197 3.0842  -0.0415
104 C -3.3010 -0.7984 3.6096  0.0266
105 C -1.6731 0.9289 3.6064  0.0059
106 C -1.0097 2.0993 2.9039  -0.0143
107 C -1.5597 3.3611 3.1393  0.0030
108 C -1.1211 4.5039 2.4909  0.0006
109 C -0.0772 4.3913 1.5931  -0.0018
110 C 0.5441 3.1647 1.4205  0.0050
111 C 0.1369 1.9942 2.0773  -0.0102
112 H -4.0416 1.6484 4.5393  0.0022
113 H -5.0050 1.0126 3.1893  0.0007
114 H -3.9246 2.3819 2.9198  -0.0013
115 H -3.4659 -0.7792 4.7015  0.0012
116 H -2.4831 -1.4883 3.4014  0.0009
117 H -4.2036 -1.1748 3.1240  -0.0025
118 H -1.0300 0.0708 3.5022  0.0270
119 H -1.7653 1.1567 4.6846  -0.0021
120 H -2.3562 3.4484 3.8680  0.0001
121 H -1.5821 5.4620 2.6981  0.0001
122 H 0.2864 5.2597 1.0548  0.0001
123 H 1.4040 3.1299 0.7725  -0.0002
124 C -4.1217 4.9861 0.1605  -0.0002
125 C -4.4302 3.5183 0.2413  0.0017
126 C -5.6957 3.0566 0.5823  0.0011
127 C -5.9659 1.7010 0.5427  -0.0025
128 C -4.9323 0.8608 0.1676  0.0137
129 Br -5.2978 -0.9938 -0.0421  0.0048
130 N -3.7085 1.2513 -0.1006  -0.0156
131 C -3.4634 2.5610 -0.0513  0.0106
132 H -5.0369 5.5779 0.1579  0.0001
133 H -3.5614 5.2050 -0.7495  0.0000
134 H -3.5071 5.3033 1.0016  0.0001
135 H -6.4731 3.7571 0.8649  0.0000
136 H -6.9409 1.3031 0.7842  -0.0010
137 H -2.4453 2.8534 -0.2955  -0.0041

Forces on atoms 1 to 3 (eV/Å):
Hg 0.325 -0.120 -0.130
C -0.049 0.015 0.057
C -0.017 0.016 0.051

Spin multiplicity: 2
Strongest force on any atom, hartree/bohr: 0.016
HOMO energy (alpha / beta), Ha: -0.1151 / -0.1147
⟨S²⟩: 0.762
Total charge: -1

Computed, not measured: an isolated molecule of C3H4ClN3S at a distorted geometry, with wB97M-V/def2-TZVPD.

Last column: Löwdin charge in e.
Positions of all 12 atoms, in Å:
1 S -1.8809 -2.2104 1.0916  0.7885
2 C -1.1090 -0.9796 0.1906  -0.7577
3 N -0.0867 -0.2241 0.8280  0.1196
4 C 0.3630 0.4615 -0.2304  -0.5072
5 C 1.4465 1.3752 -0.1307  -0.5004
6 Cl 1.3750 2.9940 0.7611  0.4781
7 N -0.1753 0.1473 -1.4136  0.1049
8 N -1.0737 -0.7872 -1.0944  -0.0046
9 H -1.0351 -2.1539 2.2516  -0.0425
10 H 2.2343 0.8544 0.4937  0.0927
11 H 1.8070 1.6182 -1.1321  0.0741
12 H -1.8651 -1.0954 -1.6154  0.1544

Forces on atoms 1 to 3 (eV/Å):
S -0.140 -0.931 1.722
C 4.048 1.193 4.294
N -3.088 -1.513 -1.854

ΔE to the lowest compared entry with this formula, charge and spin, kcal/mol: 29.7
Spin multiplicity: 1
Strongest force on any atom, hartree/bohr: 0.117
SMILES string: Sc1nc(CCl)n[nH]1
HOMO energy, Ha: -0.3372
Total charge: 0

Computed, not measured: a cluster of 2 separate species, C7H14 in total, with wB97M-V/def2-TZVPD.

Last column: Löwdin charge in e.
Positions of all 21 atoms, in Å:
1 C -1.0973 1.8921 -0.6490  -0.1181
2 C -0.6781 0.5433 -1.1743  -0.2028
3 C -0.0392 -0.4058 -0.3492  -0.3812
4 C -1.4721 -1.7213 0.5676  -0.0607
5 C 1.1122 -1.3204 -0.5136  -0.0401
6 C 1.0527 -0.3520 0.6603  -0.2635
7 C 1.9376 0.8731 0.6834  -0.0583
8 H -2.0350 2.2328 -1.1049  0.0643
9 H -1.2587 1.8531 0.4374  0.0788
10 H -0.3462 2.6761 -0.8301  0.0641
11 H -1.3017 -0.5257 -0.3990  0.1316
12 H -0.7761 0.3109 -2.2318  0.1046
13 H -1.6787 -2.5405 -0.1288  0.0305
14 H -2.4111 -1.2611 0.9066  0.0326
15 H -0.9188 -2.0833 1.4363  0.0231
16 H 0.9859 -2.3763 -0.3005  0.1073
17 H 1.7805 -1.0883 -1.3404  0.1179
18 H 0.8696 -0.8130 1.6255  0.1285
19 H 1.5314 1.6415 1.3505  0.0788
20 H 2.0241 1.3070 -0.3180  0.0843
21 H 2.9429 0.6129 1.0330  0.0782

Forces on atoms 1 to 3 (eV/Å):
C -0.031 0.066 0.048
C 0.106 0.083 -0.152
C 0.119 0.101 -0.071

ΔE to the lowest compared entry with this formula, charge and spin, kcal/mol: 141.0
Spin multiplicity: 1
Strongest force on any atom, hartree/bohr: 0.005
HOMO energy, Ha: -0.2443
Total charge: 0

Computed, not measured: an isolated molecule of C2H3PS2 at a distorted geometry, with wB97M-V/def2-TZVPD.

Last column: Löwdin charge in e.
Positions of all 8 atoms, in Å:
1 C 0.3612 0.3587 -1.0884  -0.5853
2 C -0.8595 -0.0012 -1.1643  -0.0423
3 P 0.3314 -0.1876 2.0191  0.0676
4 S 1.3611 0.8571 0.4095  0.4360
5 S -1.6124 -0.1134 1.6762  0.1585
6 H 1.0762 0.7671 -1.7836  0.0344
7 H -1.5256 -0.1699 -1.9926  0.0415
8 H 0.8676 -1.5109 1.9240  -0.1104

Forces on atoms 1 to 3 (eV/Å):
C 1.313 1.241 1.973
C -0.321 -0.253 -0.110
P 0.735 0.713 -0.549

ΔE to the lowest compared entry with this formula, charge and spin, kcal/mol: 59.5
Spin multiplicity: 1
Strongest force on any atom, hartree/bohr: 0.052
HOMO energy (alpha / beta), Ha: -0.3321 / -0.3222
Total charge: 0